19
Properties=species:S:1:pos:R:3 method="wB97M-V/def2-TZVPD" e_tot_ha=-667.25741 smiles=NCCNCCS orbital_gap_ev=9.1203 lumo_energy_ev=0.92
C -0.563 0.479 -1.167
N 0.221 0.788 0.021
C 0.707 -0.330 0.787
C 2.214 -0.395 1.091
S 2.959 -1.189 -0.467
C -1.972 -0.053 -0.656
N -2.782 1.079 -0.217
H -0.055 -0.329 -1.699
H -0.716 1.330 -1.822
H 4.198 -1.525 -0.021
H 0.274 -0.263 1.774
H 0.366 -1.345 0.417
H 2.329 -1.098 1.913
H 2.733 0.548 1.240
H -2.417 -0.663 -1.474
H -1.648 -0.734 0.142
H -2.975 0.982 0.779
H 0.844 1.574 -0.023
H -3.717 1.145 -0.620

***

19
Properties=species:S:1:pos:R:3 method="wB97M-V/def2-TZVPD" e_tot_ha=-667.17866 orbital_gap_ev=7.1911 lumo_energy_ev=-1.40
N -1.988 0.239 1.176
C -0.664 0.135 0.522
C -0.091 -1.290 0.654
C 1.144 -1.466 -0.219
S 0.749 -0.895 -1.885
C 0.251 1.201 1.106
N -0.177 2.538 0.606
H -2.334 1.171 1.128
H -2.704 -0.356 0.785
H -0.797 0.316 -0.557
H -0.891 -2.013 0.300
H 0.100 -1.478 1.682
H 1.422 -2.526 -0.280
H 2.016 -0.900 0.197
H 0.606 1.190 -1.621
H 1.324 1.022 0.879
H 0.164 1.158 2.200
H 0.328 3.240 0.982
H 0.092 2.567 -0.378

***

20
Properties=species:S:1:pos:R:3 method="wB97M-V/def2-TZVPD" e_tot_ha=-1064.94080 total_charge=+1 spin_multiplicity=2 s2=1.75 orbital_gap_ev="6.0087 / 5.0521" lumo_energy_ev="-6.96 / -7.79"
S -2.619 -1.783 -2.183
S 2.718 0.377 1.859
C 1.450 1.058 0.760
C 0.308 0.090 0.396
C 0.796 -1.351 0.044
N -0.128 -2.323 -0.454
N -0.485 0.546 -0.730
C -1.477 1.617 -0.665
H 1.473 1.171 3.049
H 0.927 1.977 0.991
H 2.146 1.230 -0.106
H -0.406 -0.151 1.211
H 1.314 -1.591 0.974
H 1.572 -1.317 -0.752
H -0.605 -2.948 0.184
H -0.792 -2.137 -1.211
H -0.980 -0.214 -1.214
H -2.351 1.238 -1.202
H -1.713 2.017 0.323
H -1.148 2.493 -1.271

***

19
Properties=species:S:1:pos:R:3 method="wB97M-V/def2-TZVPD" e_tot_ha=-323.57143 total_charge=+1 orbital_gap_ev=9.3345 lumo_energy_ev=-3.46
C 1.841 -0.236 -0.264
C 0.604 -0.700 0.466
C -0.538 0.064 -0.002
C -1.750 -0.035 0.622
N -2.858 0.681 0.212
N -0.523 1.108 -1.041
N 2.967 -1.096 0.229
H 2.064 0.876 -0.179
H 1.662 -0.253 -1.335
H 0.700 -0.637 1.488
H 0.392 -1.763 0.286
H -1.743 -0.458 1.621
H -3.311 0.179 -0.506
H -3.508 0.703 0.966
H 0.466 1.343 -1.021
H -1.177 1.929 -0.690
H -0.750 0.849 -1.989
H 3.453 -0.777 1.061
H 3.713 -1.401 -0.433

***

19
Properties=species:S:1:pos:R:3 method="wB97M-V/def2-TZVPD" e_tot_ha=-323.57248 total_charge=+1 smiles="NCC/C(N)=C/[NH3+]" orbital_gap_ev=8.7633 lumo_energy_ev=-3.58
C 0.722 0.004 -1.764
C 1.025 0.228 -0.233
C -0.118 -0.174 0.628
C -1.330 0.438 0.532
N -2.231 0.116 1.645
N 0.190 -1.043 1.749
N 1.749 0.617 -2.663
H 0.841 -1.117 -1.783
H -0.330 0.161 -2.053
H 1.950 -0.387 0.005
H 1.335 1.306 -0.295
H -1.590 1.168 -0.220
H -1.970 -0.799 2.010
H -3.239 0.251 1.581
H -1.923 0.721 2.428
H 1.104 -0.953 2.153
H -0.271 -1.940 1.743
H 1.938 0.047 -3.487
H 2.682 0.678 -2.256

***

19
Properties=species:S:1:pos:R:3 method="wB97M-V/def2-TZVPD" e_tot_ha=-323.61524 total_charge=+1 orbital_gap_ev=10.8775 lumo_energy_ev=-2.82
C -1.491 -0.296 1.013
C -0.393 -1.284 0.855
C 0.552 -0.990 -0.348
N 2.687 1.166 -0.755
C 1.396 1.352 -0.680
N 0.436 0.491 -0.641
N -2.082 0.219 -0.228
H -2.351 -0.753 1.450
H -1.167 0.402 1.854
H -0.787 -2.271 0.835
H 0.111 -1.227 1.841
H 0.194 -1.476 -1.231
H 1.567 -1.138 0.024
H 3.339 1.955 -0.872
H 2.962 0.200 -0.998
H 0.979 2.369 -0.894
H -0.606 0.781 -0.481
H -2.603 -0.448 -0.811
H -2.741 0.947 0.068

***

19
Properties=species:S:1:pos:R:3 method="wB97M-V/def2-TZVPD" e_tot_ha=-323.64576 total_charge=+1 orbital_gap_ev=9.9094 lumo_energy_ev=-3.19
C 0.792 -1.790 -0.973
C -0.620 -1.195 -0.787
C -0.687 -0.271 0.445
N -1.347 2.356 1.410
C -0.149 2.032 0.960
N 0.185 0.877 0.437
N 1.838 -0.794 -1.026
H 0.724 -2.546 -1.761
H 0.994 -2.298 -0.023
H -1.009 -0.685 -1.673
H -1.365 -1.988 -0.733
H -1.746 0.011 0.493
H -0.630 -0.887 1.342
H -1.372 3.298 1.744
H -2.177 1.806 1.354
H 0.642 2.760 1.029
H 1.171 0.678 0.335
H 2.011 -0.281 -1.883
H 2.742 -1.082 -0.690

***

19
Properties=species:S:1:pos:R:3 method="wB97M-V/def2-TZVPD" e_tot_ha=-323.42139 total_charge=+1 spin_multiplicity=3 s2=2.01 orbital_gap_ev="7.0274 / 5.5599" lumo_energy_ev="-3.01 / -7.93"
C 0.130 0.783 0.012
C -1.048 -1.166 0.914
C -0.412 1.584 -1.135
C 2.375 -0.305 0.011
N -1.057 0.089 0.527
N -2.173 -1.878 1.113
N 0.977 -0.300 -0.432
H 0.488 1.477 0.815
H -0.068 -1.589 1.052
H -0.756 1.074 -1.971
H 0.269 2.243 -1.524
H -1.247 2.228 -0.792
H 2.903 0.500 -0.609
H 2.488 0.054 1.008
H 3.051 -1.203 -0.175
H -1.850 0.652 0.412
H -3.086 -1.234 1.089
H -2.098 -2.899 1.069
H 1.114 -0.112 -1.383